Entry 1:
Molecular formula: C8H18N
Method: DFT, ωB97M-V with the def2-TZVPD basis set

Structure (ORCA input):
```
! RIJCOSX wB97M-V def2-TZVPD def2/J DEFGRID3
* xyz -1 1
C -1.90 0.18 2.37
C -2.97 -0.04 1.30
C -2.42 -0.44 -0.07
C -1.34 0.51 -0.62
C 0.08 -0.07 -0.61
C 1.12 0.92 -1.10
C 2.51 0.34 -1.37
C 3.18 -0.54 -0.26
N 4.24 -1.39 -0.70
H -2.26 -0.12 3.36
H -1.00 -0.40 2.17
H -1.59 1.22 2.44
H -3.68 -0.80 1.64
H -3.56 0.88 1.18
H -2.00 -1.45 0.01
H -3.25 -0.50 -0.77
H -1.34 1.44 -0.05
H -1.58 0.78 -1.65
H 0.10 -0.97 -1.24
H 0.33 -0.41 0.40
H 0.74 1.37 -2.03
H 1.18 1.75 -0.38
H 2.49 -0.28 -2.27
H 3.19 1.17 -1.59
H 2.35 -1.06 0.28
H 3.57 0.19 0.49
H 3.81 -2.28 -0.97
*
```

* largest force on an atom: 0.20 eV/A
* LUMO level: 3.2 eV

Entry 2:
Molecular formula: C8H18N
Method: DFT, ωB97M-V with the def2-TZVPD basis set

Structure (ORCA input):
```
! RIJCOSX wB97M-V def2-TZVPD def2/J DEFGRID3
* xyz 1 1
C 1.24 -1.98 0.00
C 1.23 -0.80 -0.87
C 1.25 1.66 -1.27
C 1.41 0.76 1.22
C -1.83 -0.54 -1.11
C -1.66 -1.07 1.29
C 1.04 0.43 -0.36
C -1.61 -0.25 0.26
N -1.38 1.24 0.65
H 0.43 -2.65 -0.09
H 2.22 -2.44 -0.11
H 1.00 -0.99 -1.92
H 2.14 1.56 -1.98
H 0.39 1.72 -1.95
H 1.34 2.55 -0.72
H 1.34 1.85 1.49
H 0.81 0.08 1.73
H 2.39 0.39 1.68
H -1.18 0.18 -1.54
H -2.92 -0.21 -1.38
H -1.54 -1.56 -1.54
H 1.19 -1.78 1.06
H -2.05 -2.09 1.07
H -1.46 -0.82 2.29
H -0.33 1.33 1.10
H -2.05 1.66 1.28
H -1.39 1.77 -0.29
*
```

* largest force on an atom: 4.88 eV/A
* LUMO level: -3.2 eV

For reference, E_HOMO by record: -1.01 -12.88 eV.